Entry from OMol25: 2 unconnected molecules or ions with the total composition C22H22N in a non-equilibrium geometry (ωB97M-V/def2-TZVPD).

Its gap between HOMO and LUMO is 4.94 eV. The HOMO energy comes out at -10.9 eV. Its net charge is +1. For the LUMO energy, the calculation gives -5.95 eV. The relative energy (zero: lowest compared OMol25 entry of this formula, charge and spin) comes out at 37.9 kJ/mol.

Bonds (Å) are listed after each position.
Element x y z (Å)
1 C -0.936 1.830 2.745  N2 1.470, H5 1.090, H6 1.090, H7 1.090
2 N 0.274 1.061 2.419  C1 1.470, C3 1.482, C4 1.465
3 C 1.473 1.929 2.332  N2 1.482, H8 1.089, H9 1.090, H10 1.090
4 C 0.428 -0.077 3.329  N2 1.465, H11 1.088, H12 1.089, H13 1.089
5 H -1.816 1.188 2.708  C1 1.090
6 H -0.855 2.259 3.744  C1 1.090
7 H -1.070 2.637 2.026  C1 1.090
8 H 2.348 1.330 2.085  C3 1.089
9 H 1.340 2.684 1.558  C3 1.090
10 H 1.645 2.426 3.287  C3 1.090
11 H 1.308 -0.654 3.049  C4 1.088
12 H 0.549 0.273 4.353  C4 1.089
13 H -0.441 -0.730 3.277  C4 1.089
14 C 0.058 -0.571 -1.037  C15 1.451, C21 1.441, C28 1.442
15 C 1.378 -1.088 -0.727  C14 1.451, C16 1.404, C20 1.404
16 C 2.459 -0.222 -0.497  C15 1.404, C17 1.375, H33 1.076
17 C 3.725 -0.713 -0.279  C16 1.375, C18 1.383, H34 1.078
18 C 3.954 -2.078 -0.286  C17 1.383, C19 1.383, H35 1.078
19 C 2.901 -2.952 -0.483  C18 1.383, C20 1.374, H36 1.078
20 C 1.633 -2.469 -0.700  C15 1.404, C19 1.374, H37 1.075
21 C -1.209 -1.175 -0.716  C14 1.441, C22 1.414, C26 1.400
22 C -2.247 -0.358 -1.220  C21 1.414, C23 1.388, C27 1.449
23 C -3.579 -0.711 -1.050  C22 1.388, C24 1.380, H38 1.075
24 C -3.880 -1.877 -0.376  C23 1.380, C25 1.394, H39 1.079
25 C -2.865 -2.669 0.158  C24 1.394, C26 1.379, H40 1.078
26 C -1.538 -2.331 0.003  C21 1.400, C25 1.379, H41 1.075
27 C -1.636 0.780 -1.875  C22 1.449, C28 1.414, C32 1.389
28 C -0.233 0.634 -1.774  C14 1.442, C27 1.414, C29 1.402
29 C 0.594 1.564 -2.418  C28 1.402, C30 1.379, H42 1.075
30 C 0.022 2.627 -3.085  C29 1.379, C31 1.394, H43 1.079
31 C -1.362 2.779 -3.146  C30 1.394, C32 1.381, H44 1.078
32 C -2.198 1.857 -2.549  C27 1.389, C31 1.381, H45 1.076
33 H 2.275 0.837 -0.461  C16 1.076
34 H 4.543 -0.036 -0.099  C17 1.078
35 H 4.948 -2.461 -0.124  C18 1.078
36 H 3.074 -4.016 -0.477  C19 1.078
37 H 0.830 -3.150 -0.917  C20 1.075
38 H -4.352 -0.069 -1.432  C23 1.075
39 H -4.911 -2.167 -0.245  C24 1.079
40 H -3.122 -3.557 0.713  C25 1.078
41 H -0.762 -2.914 0.467  C26 1.075
42 H 1.659 1.422 -2.430  C29 1.075
43 H 0.654 3.348 -3.578  C30 1.079
44 H -1.787 3.622 -3.667  C31 1.078
45 H -3.268 1.957 -2.601  C32 1.076